1.
Here is C43H43HfN8O2P2S2 as an isolated structure in a non-equilibrium geometry from the Open Molecules 2025 dataset. Energies are from wB97M-V/def2-TZVPD.

Each line ends with the Löwdin charge.
CARTESIAN COORDINATES (ANGSTROEM)
H  0.617  1.764  -4.236  0.092
H  -0.421  -6.899  -3.252  0.124
C  5.560  -0.305  -3.012  -0.035
C  -1.629  -3.746  -3.492  -0.067
N  1.446  0.296  1.472  0.015
C  -1.498  -5.111  -3.723  -0.038
H  -0.664  3.918  -0.241  0.071
C  -0.114  4.287  3.081  0.016
C  -0.954  -4.037  1.316  0.006
H  2.672  2.147  -0.460  0.114
C  0.395  0.602  2.347  -0.494
H  -0.582  5.674  1.502  0.129
C  1.963  -2.739  -6.235  -0.472
N  -2.461  0.018  0.755  0.086
H  -1.760  -4.754  1.243  0.134
H  2.126  -3.517  2.634  0.148
C  1.652  4.548  -2.613  -0.031
C  1.034  -1.105  -4.557  -0.224
O  3.172  -1.235  1.349  0.182
N  -3.423  0.835  0.150  -0.061
H  2.663  -3.568  -6.335  0.087
H  -5.580  -1.061  -3.121  0.119
H  0.660  4.211  -4.487  0.124
H  -2.376  -3.190  -4.040  0.108
H  -1.888  -2.655  -0.027  0.096
C  1.060  2.376  -3.462  -0.108
H  -2.387  0.235  1.755  0.124
H  0.938  -3.360  -1.299  0.079
C  -0.522  -5.838  -3.064  -0.030
C  1.077  3.752  -3.601  -0.040
C  -4.547  0.131  -4.579  -0.045
C  -2.143  0.113  -4.439  -0.097
H  6.870  -1.965  -2.687  0.125
S  -1.605  1.905  -1.601  0.755
C  3.638  -1.850  -1.715  -0.105
N  -0.176  2.386  1.067  -0.019
C  -4.784  0.927  0.419  -0.291
C  0.343  -5.205  -2.176  -0.050
H  -2.765  -0.953  0.677  0.103
C  2.002  -1.044  1.454  -0.425
C  0.190  -4.306  2.052  0.031
C  -5.468  0.161  1.487  0.027
P  -0.772  -1.308  -2.417  0.927
C  0.218  -3.849  -1.947  -0.136
H  0.373  2.626  4.390  0.142
C  1.904  -2.337  -4.762  -0.247
C  4.914  -2.348  -1.896  -0.039
C  2.192  2.591  -1.331  -0.116
C  -4.619  -0.719  -3.481  -0.059
H  -5.025  0.364  2.463  0.099
N  -5.319  1.775  -0.400  0.183
H  -0.089  5.040  3.858  0.136
C  -1.047  -2.843  0.630  -0.147
H  5.171  -3.331  -1.529  0.122
C  5.872  -1.575  -2.547  -0.024
C  4.283  0.204  -2.828  -0.059
H  0.097  -1.238  -5.100  0.065
C  -3.453  -1.151  -2.868  -0.137
S  0.329  -3.252  -6.834  0.812
C  3.318  -0.575  -2.188  -0.353
P  1.655  0.019  -2.048  0.887
C  0.483  -2.877  -8.592  -0.393
H  1.122  -5.770  -1.681  0.119
C  1.206  -3.358  2.088  0.062
C  1.622  1.788  -2.324  -0.432
H  6.310  0.290  -3.512  0.123
C  -0.393  4.644  1.769  -0.001
C  -2.206  -0.739  -3.344  -0.422
H  1.525  -0.227  -4.986  0.124
H  0.291  -5.241  2.585  0.139
C  2.208  3.973  -1.480  -0.054
H  -6.513  0.457  1.514  0.108
H  -2.150  -5.597  -4.435  0.124
C  0.121  2.073  2.335  -0.215
H  -0.494  -3.051  -9.038  0.037
H  1.205  -3.527  -9.079  0.046
H  4.047  1.199  -3.184  0.113
C  -3.122  1.656  -0.885  -0.660
N  -4.286  2.214  -1.188  0.085
H  1.511  -3.175  -4.189  0.095
N  -0.093  -1.901  0.690  -0.047
H  2.334  -1.924  -6.859  0.088
H  -1.192  0.456  -4.819  0.091
H  -4.463  2.889  -1.919  0.182
Hf  -0.112  0.266  -0.075  1.437
H  -3.528  -1.852  -2.040  0.105
H  2.917  -2.149  -4.402  0.105
H  -5.453  0.454  -5.074  0.122
C  -3.312  0.544  -5.056  -0.039
H  -3.255  1.193  -5.919  0.122
N  0.676  -0.797  -3.131  -0.419
H  2.674  4.591  -0.725  0.124
C  -0.774  -3.104  -2.597  -0.354
O  -0.435  -0.175  2.802  0.088
C  1.002  -2.167  1.431  -0.202
H  -5.420  -0.912  1.291  0.096
C  0.144  2.956  3.387  0.050
C  -0.434  3.675  0.785  -0.120
H  1.678  5.622  -2.742  0.125
H  2.896  -2.459  -1.215  0.087
H  0.756  -1.836  -8.750  0.039

As for the HOMO energy: -14.195 eV. The energy relative to the best compared isomer or geometry (same formula, charge and spin) is 103.5 kJ/mol. The charge is +3. As for the largest force on an atom: 1.4 eV/Å. As for the LUMO energy: -8.87 eV.

***

2.
Here is a 2-piece molecular cluster, H3OP overall in a non-equilibrium geometry from the Open Molecules 2025 dataset. Energies are from wB97M-V/def2-TZVPD.

Each line ends with the Löwdin charge.
CARTESIAN COORDINATES (ANGSTROEM)
P  0.262  -0.159  -0.064  0.618
H  1.026  0.203  -1.278  -0.051
H  -2.771  0.832  0.730  0.033
O  0.349  -1.600  -0.050  -0.514
H  1.134  0.724  0.662  -0.086

As for the HOMO energy (alpha / beta): -10.861 / -9.681 eV. The energy relative to the best compared isomer or geometry (same formula, charge and spin) is 395.5 kJ/mol. As for the largest force on an atom: 4.7 eV/Å. As for the LUMO energy (alpha / beta): -1.91 / 0.01 eV.

***

3.
Here is a 2-piece molecular cluster, C4H6N2 overall in a non-equilibrium geometry from the Open Molecules 2025 dataset. Energies are from wB97M-V/def2-TZVPD.

Each line ends with the Löwdin charge.
CARTESIAN COORDINATES (ANGSTROEM)
H  -1.797  0.680  -0.827  0.109
H  -0.563  -0.526  -1.445  0.101
H  1.819  1.134  -0.277  0.007
H  -0.948  -1.971  0.637  0.106
C  2.556  0.290  -2.157  -0.109
H  -2.202  -0.778  1.240  0.103
N  2.215  0.826  -1.171  0.018
N  0.675  0.768  1.159  0.118
C  -0.272  0.117  0.636  -0.386
H  0.852  0.467  2.118  0.076
C  -1.046  -0.070  -0.584  -0.078
C  -1.289  -0.938  0.671  -0.064

As for the HOMO energy: -10.295 eV. The energy relative to the best compared isomer or geometry (same formula, charge and spin) is 297.0 kJ/mol. As for the largest force on an atom: 1.2 eV/Å. As for the LUMO energy: 0.85 eV.

***

4.
Here is a 2-piece molecular cluster, C4H10O2 overall from the Open Molecules 2025 dataset. Energies are from wB97M-V/def2-TZVPD.

Each line ends with the Löwdin charge.
CARTESIAN COORDINATES (ANGSTROEM)
O  -0.040  -2.196  1.155  -0.061
H  -2.473  2.254  -0.117  0.072
H  0.504  -1.497  1.541  0.027
C  0.226  0.557  -0.301  -0.210
H  -2.092  1.110  -1.413  0.073
H  2.434  -0.229  -1.392  0.090
C  -2.178  1.219  -0.326  -0.108
H  3.226  -0.552  0.171  0.094
C  2.273  -0.569  -0.360  -0.089
O  1.400  0.306  0.341  -0.157
H  0.268  0.513  -1.393  0.130
H  -0.852  0.905  1.445  0.116
C  -0.888  0.871  0.356  -0.152
H  -2.998  0.576  0.015  0.072
H  1.865  -1.586  -0.358  0.082
H  -0.674  -1.683  0.637  0.020

As for the HOMO energy: -8.948 eV. The energy relative to the best compared isomer or geometry (same formula, charge and spin) is 141.9 kJ/mol. As for the largest force on an atom: 0.3 eV/Å. The SMILES is C/C=C/OC.O. As for the LUMO energy: 1.00 eV.

***

5.
Here is a 2-piece molecular cluster, C5H16N2Si overall in a non-equilibrium geometry from the Open Molecules 2025 dataset. Energies are from wB97M-V/def2-TZVPD.

Each line ends with the Löwdin charge.
CARTESIAN COORDINATES (ANGSTROEM)
Si  1.259  -0.111  -0.130  0.623
H  -2.564  -1.887  0.774  0.059
H  -2.071  1.847  0.263  0.071
H  -1.495  0.276  -2.049  0.054
C  -2.766  1.156  -0.233  -0.150
H  1.414  -2.565  0.034  0.025
H  3.042  1.542  -0.827  -0.002
H  0.487  0.791  2.332  0.034
N  -2.304  -0.167  -0.374  -0.430
H  2.583  0.515  -2.049  0.017
C  2.006  -1.760  -0.366  -0.233
N  -1.472  -0.589  -1.382  0.030
H  2.075  1.129  1.650  0.005
H  1.702  -0.582  2.105  0.030
H  -3.746  1.280  0.292  0.085
H  -2.369  -0.289  1.761  0.098
H  -3.094  1.702  -1.242  0.117
H  2.408  -2.117  -1.261  0.006
C  1.298  0.376  1.693  -0.231
H  1.664  1.879  -1.814  0.020
C  2.175  1.111  -1.236  -0.233
H  2.911  -1.599  0.275  0.047
H  -1.004  -1.007  0.918  0.033
C  -2.139  -0.931  0.868  -0.076

As for the HOMO energy (alpha / beta): -5.990 / -6.924 eV. The energy relative to the best compared isomer or geometry (same formula, charge and spin) is 451.1 kJ/mol. As for the largest force on an atom: 3.9 eV/Å. As for the LUMO energy (alpha / beta): 0.97 / 0.64 eV.

***

6.
Here is C2F3NO3PmS2 as an isolated structure in a non-equilibrium geometry from the Open Molecules 2025 dataset. Energies are from wB97M-V/def2-TZVPD.

Each line ends with the Löwdin charge.
CARTESIAN COORDINATES (ANGSTROEM)
F  2.136  0.358  -1.470  0.092
F  3.666  0.630  0.028  0.137
F  2.918  -1.347  -0.404  0.115
Pm  -1.446  0.895  -0.656  1.702
O  0.081  -0.541  0.310  -0.745
N  1.071  1.575  1.491  -0.777
O  -3.576  -0.485  -0.445  0.024
O  -4.909  -2.273  0.175  0.330
S  1.288  0.059  1.148  0.870
C  2.571  -0.059  -0.284  -0.751
S  0.403  2.601  0.205  0.330
C  -4.202  -1.413  -0.099  -0.327

The spin multiplicity is 5. As for the expectation value of S²: 6.03. As for the HOMO energy (alpha / beta): -11.705 / -11.784 eV. The charge is +1. As for the largest force on an atom: 3.3 eV/Å. As for the LUMO energy (alpha / beta): -5.83 / -5.67 eV.